The following is a DFT calculation (ωB97M-V/def2-TZVPD) of an isolated ion of composition C3H6N2O2P and charge -1.

* highest occupied orbital energy: -1.71 eV
* energy relative to the best compared isomer or geometry (same formula, charge and spin): 2.7289 eV
* net charge: -1
* E: -19572.4393 eV
* frontier orbital gap: 5.7 eV

Atoms and positions in Å:
C (-1.22155, 0.43640, 0.33729)
C (0.78061, -0.80445, -0.11415)
C (0.27776, 0.60690, -0.19513)
N (0.96849, -1.18709, 1.26984)
N (0.32933, 1.16959, -1.55858)
O (-1.45152, -0.50798, 1.24010)
O (-2.09639, 1.04730, -0.25663)
P (-0.55501, -1.72035, 2.04935)
H (-0.04909, -1.61096, -0.48643)
H (1.63666, -0.93524, -0.80331)
H (0.74977, 1.25586, 0.51436)
H (1.16782, -0.32761, 1.75190)
H (-0.23553, 1.98932, -1.57362)
H (-0.30136, 0.58831, -2.17501)

natural (NBO) analysis output, partial charges in e:
1 C 0.77
2 C -0.24
3 C -0.18
4 N -0.92
5 N -0.83
6 O -0.77
7 O -0.68
8 P 0.26
9 H 0.18
10 H 0.18
11 H 0.19
12 H 0.33
13 H 0.36
14 H 0.35



The following is a DFT calculation (ωB97M-V/def2-TZVPD) of one molecule with the formula C3H6N2O2S.

* structure (SMILES): O=S(=O)=C1NCCN1
* highest occupied orbital energy: -8.33 eV
* energy relative to the best compared isomer or geometry (same formula, charge and spin): 3.0768 eV
* E: -21116.7726 eV
* frontier orbital gap: 8.8 eV

Atoms and positions in Å:
O (-4.21950, -0.97020, 0.22608)
S (-3.56175, 0.33965, 0.23681)
O (-3.22239, 0.82729, -1.10792)
C (-1.64031, 0.00303, 0.51878)
N (-0.80356, 0.93463, 0.87371)
C (0.47030, 0.78169, 0.17481)
C (0.50154, -0.70225, -0.14468)
N (-0.97281, -0.99789, -0.11310)
H (-0.94467, 1.79202, 1.32143)
H (1.30123, 1.21358, 0.77320)
H (0.51150, 1.37576, -0.65093)
H (0.89112, -1.10955, -1.12331)
H (0.90646, -1.33730, 0.70339)
H (-1.51554, -1.77073, -0.65283)

natural (NBO) analysis output, partial charges in e:
1 O -0.97
2 S 1.57
3 O -0.99
4 C 0.29
5 N -0.56
6 C -0.24
7 C -0.24
8 N -0.59
9 H 0.42
10 H 0.21
11 H 0.20
12 H 0.23
13 H 0.20
14 H 0.46



The following is a DFT calculation (ωB97M-V/def2-TZVPD) of C3H6N2O3 as an isolated structure.

* highest occupied orbital energy: -9.43 eV
* energy relative to the best compared isomer or geometry (same formula, charge and spin): 10.1416 eV
* E: -12322.0864 eV
* frontier orbital gap: 9.0 eV

Atoms and positions in Å:
C (-1.16764, -0.43286, -0.32437)
C (-0.26260, 0.49771, 0.31591)
C (1.77596, -0.91752, 0.41598)
H (-3.49155, -0.36460, 0.18398)
H (-2.70751, 1.02653, 0.60509)
H (-0.28660, 1.46481, -0.42229)
H (-0.49835, 0.59592, 1.44957)
H (2.81145, 0.99328, -1.34505)
H (1.36181, -1.77647, 1.08733)
N (-2.41271, 0.06957, -0.33058)
N (1.01250, 0.16399, -0.00731)
O (-0.94788, -1.59765, -0.72900)
O (1.79153, 1.36236, -0.60055)
O (3.02159, -1.08509, -0.29870)

natural (NBO) analysis output, partial charges in e:
1 C 0.61
2 C -0.36
3 C 0.46
4 H 0.44
5 H 0.35
6 H 0.30
7 H 0.23
8 H 0.55
9 H 0.21
10 N -0.82
11 N -0.16
12 O -0.55
13 O -0.58
14 O -0.67



The following is a DFT calculation (ωB97M-V/def2-TZVPD) of one molecule with the formula C3H6N2O3.

* structure (SMILES): C1=N\OCOCON/1
* highest occupied orbital energy: -9.04 eV
* energy relative to the best compared isomer or geometry (same formula, charge and spin): 6.1882 eV
* E: -12326.0398 eV
* frontier orbital gap: 9.8 eV

Atoms and positions in Å:
C (-1.76880, 0.02985, -0.01573)
N (-1.52202, -1.21363, -0.25472)
O (-0.26672, -1.44724, -0.76185)
C (0.72675, -1.39163, 0.10894)
O (1.67011, -0.47726, -0.31065)
C (1.34271, 0.79278, -0.03191)
O (0.16829, 1.30178, -0.73382)
N (-1.00711, 1.19115, -0.04561)
H (-2.80470, 0.28766, 0.26098)
H (0.29029, -1.16573, 1.14110)
H (1.22358, -2.34750, 0.12931)
H (2.11190, 1.43426, -0.41853)
H (1.37115, 1.00481, 1.12151)
H (-1.53544, 2.00070, -0.18903)

natural (NBO) analysis output, partial charges in e:
1 C 0.20
2 N -0.20
3 O -0.41
4 C 0.21
5 O -0.51
6 C 0.21
7 O -0.38
8 N -0.34
9 H 0.20
10 H 0.14
11 H 0.17
12 H 0.18
13 H 0.15
14 H 0.38



The following is a DFT calculation (ωB97M-V/def2-TZVPD) of one molecule with the formula C3H6N2O3.

* structure (SMILES): C[C@@H](N=O)OC(N)=O
* highest occupied orbital energy: -9.42 eV
* energy relative to the best compared isomer or geometry (same formula, charge and spin): 4.7459 eV
* E: -12327.4821 eV
* frontier orbital gap: 9.0 eV

Atoms and positions in Å:
C (1.99443, 0.81716, 0.20675)
C (0.71265, 0.13556, 0.61420)
N (-0.56577, 0.93469, 0.28922)
O (-0.52192, 1.97014, -0.29417)
O (0.29309, -0.88984, -0.18808)
C (-1.44114, -0.87911, 0.15606)
N (-2.03792, -1.03629, -1.04425)
O (-1.77645, -1.28026, 1.22485)
H (2.83245, 0.15874, 0.43248)
H (1.98322, 1.02258, -0.86278)
H (2.11034, 1.75739, 0.74761)
H (0.64702, -0.10561, 1.68559)
H (-1.48580, -0.85208, -1.86537)
H (-2.74419, -1.75308, -1.10214)

natural (NBO) analysis output, partial charges in e:
1 C -0.65
2 C 0.17
3 N 0.20
4 O -0.24
5 O -0.60
6 C 0.88
7 N -0.85
8 O -0.58
9 H 0.23
10 H 0.23
11 H 0.22
12 H 0.17
13 H 0.41
14 H 0.41



The following is a DFT calculation (ωB97M-V/def2-TZVPD) of a 2-piece molecular cluster, C3H6N2O3 overall.

* highest occupied orbital energy: -9.16 eV
* energy relative to the best compared isomer or geometry (same formula, charge and spin): 4.0201 eV
* E: -12328.2079 eV
* frontier orbital gap: 9.9 eV

Atoms and positions in Å:
C (0.73546, -0.35570, 1.75780)
N (-0.47378, 0.52076, -0.14621)
N (-1.28828, 0.50197, -1.26848)
C (-0.21543, -0.57841, 0.61592)
C (0.66757, -0.72245, -2.58439)
O (0.24501, 1.70085, 0.00279)
O (-0.79278, -1.61863, 0.36459)
O (1.39892, -0.92612, -1.74273)
H (-0.39888, 2.41226, 0.14915)
H (-2.02913, -0.17241, -1.08567)
H (-0.76779, 0.14266, -2.15332)
H (1.74312, -0.22423, 1.36838)
H (0.70819, -1.22209, 2.41176)
H (0.46780, 0.54153, 2.31040)

natural (NBO) analysis output, partial charges in e:
1 C -0.70
2 N -0.04
3 N -0.65
4 C 0.64
5 C 0.49
6 O -0.54
7 O -0.63
8 O -0.47
9 H 0.48
10 H 0.39
11 H 0.33
12 H 0.24
13 H 0.24
14 H 0.23



The following is a DFT calculation (ωB97M-V/def2-TZVPD) of one molecule with the formula C3H6N2O3.

* highest occupied orbital energy: -9.78 eV
* energy relative to the best compared isomer or geometry (same formula, charge and spin): 3.9253 eV
* E: -12328.3027 eV
* frontier orbital gap: 10.2 eV

Atoms and positions in Å:
C (1.57366, -0.34313, 0.44750)
C (-0.76278, 0.56928, 1.08076)
C (-1.02731, -0.24185, -1.04646)
N (-0.58215, -0.74952, -2.18819)
O (0.47303, 0.44926, 0.02831)
O (-0.99912, 1.90979, 1.13064)
N (-1.85254, 0.03184, -0.22717)
O (-0.73844, -0.16246, 2.03696)
H (-1.36811, 2.08110, 2.00852)
H (0.05231, -0.16667, -2.71855)
H (-0.35551, -1.73609, -2.18845)
H (2.37100, 0.29779, 0.83455)
H (1.95360, -0.88988, -0.42180)
H (1.26235, -1.04947, 1.22339)

natural (NBO) analysis output, partial charges in e:
1 C -0.26
2 C 0.96
3 C 0.64
4 N -0.82
5 O -0.62
6 O -0.70
7 N -0.42
8 O -0.67
9 H 0.50
10 H 0.42
11 H 0.42
12 H 0.18
13 H 0.17
14 H 0.21



The following is a DFT calculation (ωB97M-V/def2-TZVPD) of a 2-piece molecular cluster, C3H6N2O3S overall.

* structure (SMILES): C=C=[S@@](N)(=O)O.N=C=O
* highest occupied orbital energy: -9.11 eV
* energy relative to the best compared isomer or geometry (same formula, charge and spin): 5.0887 eV
* E: -23160.8790 eV
* frontier orbital gap: 9.1 eV

Atoms and positions in Å:
C (-0.29113, -1.16402, 1.76528)
C (-0.16128, -0.17699, 0.89278)
S (1.51957, -0.00633, 0.10886)
N (0.89832, 0.88535, -1.29045)
O (2.45284, 0.77973, 0.81828)
O (2.37203, -1.19734, -0.70018)
H (0.39608, -1.79751, 2.29675)
H (-1.24809, -1.16384, 2.17690)
H (0.50792, 1.62122, -0.82336)
H (1.58547, 1.33735, -1.78183)
H (1.77046, -1.16259, -1.45320)
N (-2.24099, 1.08600, -0.79626)
C (-2.75068, 0.23988, -0.20516)
O (-3.45613, -0.47646, 0.33023)
H (-1.35440, 1.19555, -1.33863)

natural (NBO) analysis output, partial charges in e:
1 C -0.47
2 C -0.44
3 S 1.97
4 N -1.01
5 O -0.89
6 O -0.83
7 H 0.21
8 H 0.22
9 H 0.38
10 H 0.38
11 H 0.49
12 N -0.77
13 C 0.86
14 O -0.53
15 H 0.43



The following is a DFT calculation (ωB97M-V/def2-TZVPD) of one molecule with the formula C3H6N2OS.

* structure (SMILES): C1CN2NO[C@@H]2S1
* highest occupied orbital energy: -9.04 eV
* energy relative to the best compared isomer or geometry (same formula, charge and spin): 5.4440 eV
* E: -19066.7227 eV
* frontier orbital gap: 9.7 eV

Atoms and positions in Å:
C (-0.71383, -0.30375, 1.24916)
C (0.70503, 0.22087, 0.82900)
N (0.82509, 0.39338, -0.52977)
N (0.08298, 1.42874, -1.24848)
O (-0.28575, 0.33929, -2.29384)
C (0.15137, -0.59755, -1.34630)
S (-1.09072, -1.39887, -0.23646)
H (-0.59094, -0.94747, 2.08051)
H (-1.60425, 0.25467, 1.40841)
H (1.16900, 1.04000, 1.46422)
H (1.32198, -0.73417, 0.92594)
H (-0.85242, 1.63160, -0.68927)
H (0.88245, -1.32677, -1.61313)

natural (NBO) analysis output, partial charges in e:
1 C -0.53
2 C -0.26
3 N -0.31
4 N -0.14
5 O -0.38
6 C 0.12
7 S 0.08
8 H 0.22
9 H 0.22
10 H 0.24
11 H 0.23
12 H 0.31
13 H 0.20



Please write out number 2 again, unchanged.
The following is a DFT calculation (ωB97M-V/def2-TZVPD) of one molecule with the formula C3H6N2O2S.

* structure (SMILES): O=S(=O)=C1NCCN1
* highest occupied orbital energy: -8.33 eV
* energy relative to the best compared isomer or geometry (same formula, charge and spin): 3.0768 eV
* E: -21116.7726 eV
* frontier orbital gap: 8.8 eV

Atoms and positions in Å:
O (-4.21950, -0.97020, 0.22608)
S (-3.56175, 0.33965, 0.23681)
O (-3.22239, 0.82729, -1.10792)
C (-1.64031, 0.00303, 0.51878)
N (-0.80356, 0.93463, 0.87371)
C (0.47030, 0.78169, 0.17481)
C (0.50154, -0.70225, -0.14468)
N (-0.97281, -0.99789, -0.11310)
H (-0.94467, 1.79202, 1.32143)
H (1.30123, 1.21358, 0.77320)
H (0.51150, 1.37576, -0.65093)
H (0.89112, -1.10955, -1.12331)
H (0.90646, -1.33730, 0.70339)
H (-1.51554, -1.77073, -0.65283)

natural (NBO) analysis output, partial charges in e:
1 O -0.97
2 S 1.57
3 O -0.99
4 C 0.29
5 N -0.56
6 C -0.24
7 C -0.24
8 N -0.59
9 H 0.42
10 H 0.21
11 H 0.20
12 H 0.23
13 H 0.20
14 H 0.46



Which value of E does entry 7 give? -12328.3027 eV



Look up the highest occupied orbital energy of the first one. -1.71 eV